i) 11
Properties=species:S:1:pos:R:3 method="wB97M-V/def2-TZVPD" e_homo_ha="-0.31784 / -0.29296" gap_ev="7.7 / 6.9"
C 0.783 -0.882 -0.648
C -0.077 -1.489 0.299
C 0.640 0.360 -1.210
C -0.450 1.045 1.012
O -1.208 2.069 0.707
O -0.941 1.867 2.100
S -1.149 -0.583 1.223
H 1.602 -1.467 -0.719
H -0.084 -2.538 0.305
H 1.313 0.999 -1.818
H -0.429 0.619 -1.252


ii) 11
Properties=species:S:1:pos:R:3 method="wB97M-V/def2-TZVPD" e_homo_ha=-0.35424 gap_ev=8.1 smiles="C=COC(=S)C=O"
C 2.471 0.160 -0.142
C 1.281 -0.512 0.032
O -0.016 0.079 -0.186
C -1.285 -0.295 0.021
S -1.663 -1.840 -0.136
C -2.316 0.669 -0.047
O -2.095 1.873 -0.078
H 3.597 -0.213 0.074
H 2.402 1.298 -0.319
H 1.092 -1.446 0.566
H -3.469 0.228 0.216


iii) 11
Properties=species:S:1:pos:R:3 method="wB97M-V/def2-TZVPD" e_homo_ha=-0.32251 gap_ev=9.3 smiles="Cc1coc(=O)s1"
C 1.442 -0.014 1.135
C 0.224 -0.111 0.258
C -0.827 0.817 0.089
O -1.741 0.490 -0.855
C -1.408 -0.528 -1.642
O -2.029 -0.926 -2.596
S 0.047 -1.318 -1.012
H 2.366 -0.324 0.593
H 1.263 -0.721 2.034
H 1.794 1.083 1.300
H -1.130 1.552 0.695


The structure with the most favorable energy is iii); the runner-up is 65.3 kcal/mol above it.